(1)
ORCA calculation (ωB97M-V/def2-TZVPD) on a single C5H11NOS molecule.

energy above the lowest of the compared OMol25 structures with the same formula, charge and spin	73.43	kcal/mol
LUMO level	0.736	eV

The geometry in XYZ format:
```
19
Properties=species:S:1:pos:R:3:forces:R:3:mulliken_charge:R:1
C 0.471180 -0.089365 -0.817145 -4.811 -0.021 0.297 -0.61
C -0.422903 1.117250 -1.157758 1.074 -0.475 0.841 -1.04
C -0.290153 0.774453 0.264647 1.853 -1.234 1.371 1.40
C 0.695375 1.544801 1.246950 -3.138 -1.950 -0.781 -1.57
C -1.505272 0.134499 1.013768 -0.024 0.428 -2.423 -1.37
N 0.884196 -2.754290 -0.313290 0.979 0.784 -1.192 -0.63
O 0.294019 -1.927083 -2.747558 -0.197 -0.045 1.068 -0.59
S -0.186027 -1.732304 -1.354305 1.935 0.368 0.803 0.57
H 1.477837 0.046118 -0.902344 2.622 0.145 -0.283 0.42
H -1.366190 1.027308 -1.594690 -1.389 -0.727 -0.701 0.32
H 0.055429 1.972502 -1.525690 0.879 1.125 -0.386 0.29
H 0.026611 2.256805 1.669898 -0.035 0.891 0.895 0.40
H 1.562055 1.984162 0.896049 1.486 1.030 -1.466 0.45
H 1.026925 0.826797 1.967954 -0.064 -0.379 0.773 0.35
H -1.231077 -0.528217 1.822110 0.120 0.037 0.267 0.33
H -2.050061 -0.455001 0.229258 0.322 0.262 0.870 0.34
H -2.224864 0.909872 1.314847 0.404 -0.161 0.272 0.39
H 0.910976 -2.483986 0.684680 -0.334 0.111 -0.803 0.27
H 1.871944 -2.624320 -0.697380 -1.683 -0.191 0.577 0.29
```
Forces are in eV/Å.

(2)
ORCA calculation (ωB97M-V/def2-TZVPD) on a molecular structure, C5H11NS.

energy above the lowest of the compared OMol25 structures with the same formula, charge and spin	70.69	kcal/mol
LUMO level	0.844	eV

The geometry in XYZ format:
```
18
Properties=species:S:1:pos:R:3:forces:R:3:mulliken_charge:R:1
C -1.852494 -1.440424 0.176734 -1.803 -2.170 -0.400 -0.40
C 0.244846 0.589295 -1.418792 1.574 -2.764 -0.577 -1.67
C 0.486225 1.483097 0.851963 -1.130 3.129 3.646 -1.63
C 1.420328 -0.775853 0.374919 -2.320 -0.602 0.486 -1.30
C 0.348740 0.314023 0.039862 -1.331 -2.241 -0.514 1.56
N -1.308956 -0.268235 0.671404 4.773 0.859 1.036 -0.14
S -2.645833 0.121745 -0.269277 -1.123 0.215 -1.529 -0.22
H -1.413593 -2.167649 -0.555235 0.013 1.319 0.267 0.24
H -2.563010 -1.995587 0.844101 1.038 0.454 -0.214 0.26
H 0.243465 -0.388761 -1.976806 -0.260 0.886 0.315 0.33
H -0.448444 1.237461 -1.845010 -1.740 0.991 -0.016 0.48
H 1.189194 1.026783 -1.666272 0.952 0.329 -0.289 0.48
H -0.016667 1.278987 1.922246 1.247 0.486 -2.264 0.38
H -0.086321 2.357629 0.413198 0.658 -0.858 0.566 0.34
H 1.538332 1.818482 1.054852 -0.826 -0.407 -0.409 0.33
H 1.439671 -0.739229 1.504677 0.072 -0.944 -1.197 0.31
H 0.971308 -1.684890 -0.125264 0.612 0.317 1.278 0.32
H 2.453206 -0.766867 0.002705 -0.407 1.001 -0.186 0.35
```
Forces are in eV/Å.

(3)
ORCA calculation (ωB97M-V/def2-TZVPD) on 2 unconnected molecules or ions with the total composition C5H11NS.

energy above the lowest of the compared OMol25 structures with the same formula, charge and spin	153.61	kcal/mol
LUMO level	-0.607	eV

The geometry in XYZ format:
```
18
Properties=species:S:1:pos:R:3:forces:R:3:mulliken_charge:R:1
C -1.234617 -0.412419 1.269327 -0.769 -3.535 0.560 -0.96
C -1.387925 -0.889952 -1.012006 -0.135 -2.644 -2.279 -0.62
C 0.041255 0.912328 -0.424125 -6.432 -2.719 -4.685 -0.15
C 0.949103 1.430933 0.405299 2.645 8.895 6.056 -0.83
C 1.481064 0.427446 -0.413352 1.558 -1.043 -5.431 0.10
H -0.551992 -1.258767 1.588552 0.065 0.618 -1.090 0.29
H -2.175935 -0.804204 1.788422 0.330 0.858 -1.836 0.31
H -0.976199 0.358359 1.821241 1.323 3.532 3.426 0.44
H -2.218046 -1.805364 -0.663784 2.322 3.058 -0.985 0.24
H -0.284398 -1.432410 -1.066965 -2.934 0.710 -0.732 0.21
H -1.746729 -0.374921 -2.071261 1.069 -1.718 2.511 0.21
H -0.152968 1.427389 -1.428450 0.012 -0.646 1.693 0.32
H 1.149323 2.582573 0.283234 0.160 -2.118 -0.088 0.20
H 0.829775 1.361645 1.514915 0.420 -0.843 -1.054 0.27
H 1.915843 0.540733 -1.536139 -0.756 0.410 3.113 0.29
H 3.739889 -1.107223 -0.202080 -3.661 0.039 0.977 0.10
N -1.192792 0.141772 -0.046809 0.155 -0.149 -0.301 -0.13
S 1.815353 -1.097924 0.193988 4.629 -2.706 0.144 -0.29
```
Forces are in eV/Å.

(4)
ORCA calculation (ωB97M-V/def2-TZVPD) on a molecular structure, C5H11NS.

energy above the lowest of the compared OMol25 structures with the same formula, charge and spin	73.34	kcal/mol
LUMO level	0.838	eV

The geometry in XYZ format:
```
18
Properties=species:S:1:pos:R:3:forces:R:3:mulliken_charge:R:1
C 1.997876 1.846499 1.081438 0.765 1.179 -1.026 -0.83
C -1.060459 -0.130703 -0.619946 -1.142 -0.437 1.860 0.01
C 0.043187 0.396797 -0.162179 0.153 0.744 1.711 -0.44
C -1.257110 -1.066719 -1.769627 1.091 3.400 -0.055 -1.38
C 1.930767 -1.954807 -0.876645 3.650 -0.866 -0.451 0.16
N 3.053823 -2.126813 -1.012704 -0.010 -0.071 -0.012 -0.39
S 0.295781 1.322872 1.354802 -0.353 -0.448 -1.341 0.01
H 2.029694 2.565502 1.920752 0.708 0.054 -0.667 0.30
H 2.770607 1.074709 1.263816 -0.640 0.201 -0.129 0.31
H -1.924258 0.118806 0.018913 -0.060 -0.307 -0.642 0.26
H 0.986258 0.192915 -0.531477 1.649 -0.181 -1.258 0.32
H -1.957065 -0.444845 -2.295726 -0.792 -0.774 -1.168 0.40
H -0.351178 -1.114946 -2.336091 0.560 0.067 -0.650 0.44
H -1.524094 -2.035510 -1.556534 -1.261 -2.041 0.711 0.36
H 2.241931 2.363636 0.028264 -0.871 -0.998 2.473 0.30
H 0.971330 -1.730772 -0.752210 -3.425 0.471 0.506 0.21
H -0.464522 1.622323 4.632309 0.465 -0.558 -0.866 0.14
H -0.161172 1.249557 4.019834 -0.487 0.565 1.004 -0.18
```
Forces are in eV/Å.

(5)
ORCA calculation (ωB97M-V/def2-TZVPD) on 2 unconnected molecules or ions with the total composition C5H11NSi.

energy above the lowest of the compared OMol25 structures with the same formula, charge and spin	129.85	kcal/mol
LUMO level (spin up / spin down)	-1.069 / -0.550	eV

The geometry in XYZ format:
```
18
Properties=species:S:1:pos:R:3:forces:R:3:mulliken_charge:R:1
C -2.544409 1.199189 -0.615754 1.905 -1.640 1.127 0.27
C 0.390643 -0.032979 -1.525049 -0.153 -1.795 1.398 -1.91
C 1.189021 0.845466 0.752463 -1.295 0.911 0.352 -1.68
C 0.951155 -1.464337 0.416907 0.088 -1.766 2.897 -1.59
C 0.322295 -0.194640 0.031074 0.171 2.167 -0.867 1.66
N -3.156284 1.835110 -1.328792 -1.316 1.456 -1.244 -0.37
Si -1.524082 -0.042099 0.328571 -0.062 1.197 1.462 -0.19
H -0.026566 0.848920 -1.866057 -1.186 1.848 -0.618 0.52
H 1.355435 -0.063433 -1.966903 1.354 -0.222 0.071 0.41
H -0.150617 -0.886324 -1.918903 -0.225 -0.068 -0.505 0.48
H 0.999763 0.932386 1.845442 0.098 -0.212 -0.747 0.41
H 1.091940 1.812577 0.307065 -0.561 0.948 -0.107 0.48
H 2.210894 0.655761 0.572633 1.362 -0.718 0.037 0.41
H 1.898882 -1.415255 -0.052581 1.137 -0.506 -0.626 0.42
H 1.240252 -1.456524 1.568709 -1.013 -0.375 -2.215 0.31
H 0.423437 -2.385641 0.118756 0.224 0.278 0.270 0.42
H -2.479804 1.069957 3.229681 0.168 -0.181 -0.423 0.00
H -2.191954 -1.258128 0.102741 -0.698 -1.320 -0.261 -0.05
```
Forces are in eV/Å.

(6)
ORCA calculation (ωB97M-V/def2-TZVPD) on 2 unconnected molecules or ions with the total composition C5H11O2.

energy above the lowest of the compared OMol25 structures with the same formula, charge and spin	5.65	kcal/mol
charge	-1
LUMO level	3.531	eV

The geometry in XYZ format:
```
18
Properties=species:S:1:pos:R:3:forces:R:3:mulliken_charge:R:1
C -1.095240 1.683405 1.263222 -0.559 0.323 0.495 -0.55
C -1.050708 0.555762 2.285304 0.327 -0.051 -0.111 -0.89
H -1.114625 1.230306 0.279390 0.256 0.248 -0.301 0.05
H -2.048086 2.220796 1.398641 0.241 -0.019 -0.173 0.28
H -0.293287 2.430667 1.358791 -0.104 -0.459 -0.128 0.27
H -1.853780 -0.131768 2.055241 -0.304 -0.238 0.111 0.26
H -1.168428 0.892847 3.311843 -0.003 0.111 0.121 0.35
H -0.135032 -0.028698 2.215848 0.139 0.087 -0.004 0.25
C 0.600630 -0.336436 -1.703135 0.197 0.001 -0.149 -0.10
C 0.169309 -1.428278 -0.723786 -0.038 -0.189 0.133 -1.03
C 2.089898 -0.612833 -2.090211 -0.061 -0.907 0.338 0.39
O 2.250770 -1.241778 -3.164810 -0.001 0.448 -0.012 -0.74
O 2.942950 -0.352752 -1.208206 -0.149 0.363 -0.210 -0.73
H 0.005277 -0.354284 -2.614597 -0.151 -0.119 -0.042 0.24
H 0.477023 0.646898 -1.252928 0.196 0.138 0.164 0.13
H 0.909172 -1.504282 0.083298 -0.119 0.035 -0.146 0.23
H 0.128789 -2.397415 -1.233980 0.082 0.098 0.048 0.36
H -0.814632 -1.272158 -0.259926 0.051 0.132 -0.135 0.24
```
Forces are in eV/Å.

(7)
ORCA calculation (ωB97M-V/def2-TZVPD) on 2 unconnected molecules or ions with the total composition C5H11O2.

energy above the lowest of the compared OMol25 structures with the same formula, charge and spin	9.06	kcal/mol
charge	-1
LUMO level	4.032	eV

The geometry in XYZ format:
```
18
Properties=species:S:1:pos:R:3:forces:R:3:mulliken_charge:R:1
C -1.360516 1.794742 2.165179 0.658 -0.626 -1.037 -0.75
C 0.113835 2.228118 2.098454 0.083 0.193 -0.006 -0.67
H -1.510281 0.835110 1.663486 0.393 -0.149 0.048 0.21
H -1.637195 1.605436 3.192128 -0.676 0.540 0.185 0.28
H -1.962935 2.455490 1.537450 -0.391 0.312 0.869 0.26
H 0.734265 1.438392 1.688826 0.109 -0.131 -0.049 0.10
H 0.521476 2.503813 3.073442 -0.085 -0.147 0.106 0.29
H 0.257019 3.120896 1.485752 -0.075 -0.087 -0.158 0.27
C 1.278436 -0.786388 -1.019273 -0.065 -0.369 -0.325 -0.26
C 1.214212 0.007577 -2.320197 -0.747 0.252 0.313 -1.05
C -0.125961 -1.228223 -0.506818 0.377 0.516 0.201 0.47
O -0.221788 -1.402487 0.730206 -0.115 -0.051 -0.025 -0.75
O -0.985902 -1.361870 -1.399678 -0.296 -0.162 -0.005 -0.72
H 1.771060 -1.744094 -1.219695 0.284 0.047 0.073 0.19
H 1.862884 -0.279671 -0.253559 -0.140 0.053 0.185 0.26
H 0.356455 0.679552 -2.307220 -0.010 0.299 0.324 0.29
H 0.919651 -0.651130 -3.125832 0.503 -0.194 -0.436 0.25
H 2.098369 0.617784 -2.509681 0.194 -0.297 -0.262 0.34
```
Forces are in eV/Å.

(8)
ORCA calculation (ωB97M-V/def2-TZVPD) on 2 unconnected molecules or ions with the total composition C5H11O2.

energy above the lowest of the compared OMol25 structures with the same formula, charge and spin	8.70	kcal/mol
charge	-1
LUMO level	3.590	eV

The geometry in XYZ format:
```
18
Properties=species:S:1:pos:R:3:forces:R:3:mulliken_charge:R:1
C 1.774273 -1.583958 -0.553330 -0.985 -0.857 -0.862 -0.53
C 1.076592 -2.919745 -1.043136 0.268 0.716 -0.176 0.49
O 1.553475 -3.953643 -0.544971 0.055 -0.494 0.040 -0.73
O 0.113680 -2.771595 -1.829482 0.034 -0.149 0.037 -0.72
H 1.559858 -1.645408 0.511034 0.579 0.566 0.226 0.13
H 1.228864 -0.782687 -1.050086 0.128 0.316 0.256 0.03
H 2.828042 -1.564189 -0.849215 -0.107 -0.066 0.490 0.32
C -1.276538 1.028009 0.838848 -0.002 -0.665 0.865 -0.19
C -1.667843 1.517403 -0.538881 -0.149 0.244 0.036 -1.18
C 0.098014 1.542994 1.277584 -0.279 -0.245 -1.127 -1.04
H -1.997405 1.217408 1.645199 -0.253 0.600 -0.401 0.33
H -1.308191 -0.064166 0.831035 0.511 -0.097 -0.185 0.26
H -1.999935 2.548532 -0.537122 -0.055 0.423 0.158 0.35
H -2.487879 0.937647 -0.952126 0.045 -0.181 -0.165 0.33
H 0.156200 2.610479 1.057177 0.050 0.145 0.328 0.34
H 0.316051 1.336752 2.315445 0.108 0.015 0.246 0.32
H -0.807596 1.483627 -1.211116 -0.096 -0.285 -0.039 0.30
H 0.840345 1.062537 0.633139 0.150 0.013 0.273 0.19
```
Forces are in eV/Å.

(9)
ORCA calculation (ωB97M-V/def2-TZVPD) on a gas-phase ion, C5H11O2 (charge -1).

energy above the lowest of the compared OMol25 structures with the same formula, charge and spin	65.72	kcal/mol
SMILES	[O-]CCCCCO
charge	-1
LUMO level	3.557	eV

The geometry in XYZ format:
```
18
Properties=species:S:1:pos:R:3:forces:R:3:mulliken_charge:R:1
C 0.377725 1.932197 0.974185 -0.603 -0.462 0.155 -0.51
O -0.655175 2.750934 0.422956 -0.002 0.154 0.263 -0.55
C -0.006542 0.442218 1.122666 0.232 -0.158 1.166 -0.43
C -0.835422 -0.151425 0.011309 -0.970 -1.187 -0.593 -0.78
C -0.104177 -0.745114 -1.190470 1.469 -0.254 0.613 -0.52
C 0.643421 -2.108243 -0.844395 0.133 0.068 -1.312 -0.40
O 1.367224 -2.551828 -1.885998 -0.044 -0.013 -0.174 -0.89
H 1.280518 2.050870 0.373932 0.185 0.024 0.158 0.27
H 0.474620 2.330723 1.987450 0.598 0.058 -0.201 0.31
H -0.929641 2.371148 -0.409779 -0.041 -0.232 -0.311 0.33
H 0.869012 -0.165967 1.392066 0.257 0.239 -0.860 0.30
H -0.516918 0.311438 2.083497 -0.662 0.424 -0.128 0.31
H -1.411006 -1.040515 0.332320 0.260 0.257 0.690 0.34
H -1.672217 0.523427 -0.212172 0.228 0.250 -0.324 0.44
H 0.743538 -0.144093 -1.535883 -0.333 0.349 -0.307 0.16
H -0.744107 -1.049723 -2.015143 -0.180 0.441 -0.120 0.33
H -0.218500 -2.803681 -0.627086 0.203 0.034 0.764 0.17
H 1.337652 -1.952360 0.020549 -0.731 0.009 0.523 0.13
```
Forces are in eV/Å.

(10)
ORCA calculation (ωB97M-V/def2-TZVPD) on 2 unconnected molecules or ions with the total composition C5H11O2.

energy above the lowest of the compared OMol25 structures with the same formula, charge and spin	99.15	kcal/mol
charge	-1
LUMO level	4.186	eV

The geometry in XYZ format:
```
18
Properties=species:S:1:pos:R:3:forces:R:3:mulliken_charge:R:1
C -1.475030 -0.371478 -0.505025 1.867 -0.064 -1.014 -0.69
O -1.155264 0.555735 0.404437 -0.839 0.226 -1.153 -0.84
C -0.241352 -0.756013 -1.483825 -1.397 4.871 0.572 -0.57
C 1.106229 -0.937066 -0.799331 2.120 -2.052 -0.642 -0.44
C 1.347919 -0.285893 0.518328 -1.547 0.684 1.037 0.10
C 2.390637 0.505680 0.874180 -0.726 -1.838 -1.163 -0.80
H -1.465366 -1.326459 -0.008420 -1.686 -1.391 0.455 0.34
H -2.355739 -0.160309 -1.275301 0.955 -0.576 1.471 0.24
H -0.277718 0.252796 -2.132005 0.723 -2.416 0.735 0.23
H -0.670124 -1.577844 -1.953807 -0.046 -1.578 -1.542 0.43
H 1.495511 -2.086878 -0.741682 -1.133 2.423 -0.211 0.13
H 1.819947 -0.398781 -1.397747 0.726 -0.387 -0.988 0.21
H 0.338188 -0.341798 1.030297 1.698 0.563 0.554 0.18
H 3.308370 0.534395 0.216616 -1.014 0.368 0.866 0.23
H 2.293612 0.997222 1.828112 0.580 0.231 0.101 0.28
H -2.143203 1.020601 1.558596 1.281 -0.823 -2.352 0.41
H -2.071540 2.602059 1.754658 0.675 1.346 -1.655 0.24
O -2.245077 1.774031 2.111919 -2.238 0.413 4.928 -0.69
```
Forces are in eV/Å.

Number 1: DFT total energy -19733.911 eV. Number 2: DFT total energy -17685.398 eV. Number 3: DFT total energy -17681.802 eV. Number 4: DFT total energy -17685.283 eV. Number 5: DFT total energy -14726.105 eV. Number 6: DFT total energy -9459.784 eV. Number 7: DFT total energy -9459.636 eV. Number 8: DFT total energy -9459.652 eV. Number 9: DFT total energy -9457.179 eV. Number 10: DFT total energy -9455.730 eV.